A cluster of 2 separate species, C2H7NS in total in a non-equilibrium geometry. Source: the OMol25 dataset; level of theory: ωB97M-V/def2-TZVPD.

As for the net charge: 0. Its gap between HOMO and LUMO is 10.65 eV. The max |F| is 3.0 eV/A. Its SMILES is C=NC.S. The energy relative to the best compared isomer or geometry (same formula, charge and spin) is 40.8 kcal per mole.

Each line ends with the Löwdin charge.
CARTESIAN COORDINATES (ANGSTROEM)
S1 5.39 0.58 2.89  0.441
H1 5.27 0.37 4.22  -0.221
C1 -0.87 -0.28 -1.28  -0.167
C2 -3.18 -0.33 -1.35  -0.084
N1 -2.14 0.02 -2.02  -0.093
H2 -0.67 -1.34 -1.46  0.072
H3 -0.19 0.48 -1.75  0.074
H4 -0.70 -0.07 -0.21  0.067
H5 -2.96 -0.75 -0.36  0.068
H6 -4.07 0.22 -1.63  0.064
H7 4.13 1.09 2.95  -0.220

=====

A structure of composition C49H66BaFN6O3PS5 in a non-equilibrium geometry. Source: the OMol25 dataset; level of theory: ωB97M-V/def2-TZVPD.

As for the net charge: 0. Its gap between HOMO and LUMO is 2.98 eV. The max |F| is 2.3 eV/A. The energy relative to the best compared isomer or geometry (same formula, charge and spin) is 14.7 kcal per mole.

Each line ends with the Löwdin charge.
CARTESIAN COORDINATES (ANGSTROEM)
Ba1 0.26 -0.06 -0.39  1.509
C1 -4.92 0.17 2.36  -0.047
C2 -3.80 1.16 2.17  -0.266
C3 -3.71 1.89 0.99  -0.005
C4 -2.70 2.81 0.79  -0.261
C5 -2.62 3.60 -0.49  -0.034
C6 -1.74 2.98 1.78  -0.019
C7 -1.79 2.25 2.96  -0.264
C8 -0.71 2.40 4.00  -0.039
C9 -2.83 1.35 3.15  -0.027
H1 -4.85 -0.63 1.62  0.067
H2 -5.89 0.65 2.22  0.082
H3 -4.90 -0.27 3.35  0.077
H4 -4.45 1.73 0.22  0.124
H5 -1.82 3.22 -1.13  0.057
H6 -2.42 4.65 -0.29  0.076
H7 -3.55 3.53 -1.05  0.082
H8 -0.95 3.70 1.65  0.097
H9 0.20 1.90 3.68  0.085
H10 -1.02 1.96 4.94  0.076
H11 -0.47 3.45 4.17  0.077
H12 -2.89 0.78 4.07  0.113
C10 -1.77 3.00 -7.76  -0.063
C11 -1.07 1.74 -7.28  -0.194
N1 -0.71 1.80 -5.87  -0.036
C12 -1.49 1.15 -4.97  0.043
C13 -1.30 1.11 -3.62  -0.014
C14 -2.18 0.16 -2.81  -0.645
O1 -3.22 -0.24 -3.31  0.037
O2 -1.67 -0.16 -1.69  -0.379
C15 -0.24 1.90 -3.08  -0.311
O3 0.07 2.00 -1.88  -0.227
C16 0.60 2.64 -4.05  -0.024
C17 1.70 3.35 -3.55  0.116
C18 2.57 3.92 -4.43  -0.180
F1 3.62 4.64 -3.96  0.059
C19 2.42 3.77 -5.82  -0.138
C20 1.30 3.11 -6.31  0.052
C21 0.37 2.53 -5.43  -0.120
N2 3.41 4.21 -6.76  -0.118
C22 4.79 4.40 -6.35  -0.135
C23 5.65 4.47 -7.62  -0.074
N3 4.85 3.85 -8.73  0.041
C24 3.69 4.74 -9.09  -0.073
C25 3.03 5.17 -7.77  -0.128
H13 -2.00 2.92 -8.82  0.079
H14 -1.15 3.89 -7.61  0.066
H15 -2.70 3.15 -7.21  0.086
H16 -0.16 1.54 -7.86  0.112
H17 -1.70 0.86 -7.41  0.127
H18 -2.32 0.58 -5.37  0.146
H19 1.84 3.43 -2.49  0.121
H20 1.21 2.97 -7.38  0.105
H21 5.09 3.55 -5.74  0.146
H22 4.96 5.31 -5.76  0.132
H23 6.59 3.93 -7.53  0.139
H24 5.85 5.49 -7.94  0.136
H25 4.46 2.98 -8.36  0.187
H26 5.43 3.63 -9.54  0.186
H27 3.04 4.14 -9.73  0.134
H28 4.10 5.57 -9.67  0.134
H29 1.94 5.18 -7.89  0.131
H30 3.33 6.19 -7.50  0.137
S1 7.21 -4.07 -0.25  0.410
C26 5.78 -3.20 -0.24  -1.543
S2 4.88 -2.83 1.16  0.871
C27 3.56 -1.95 0.43  -1.181
C28 3.64 -1.85 -0.93  -1.208
S3 2.55 -1.09 -2.11  0.246
S4 5.03 -2.61 -1.66  0.835
S5 2.34 -1.36 1.56  0.310
C29 -2.89 -5.33 -0.10  -0.087
C30 -2.41 -3.89 -0.32  -0.696
C31 -3.58 -2.91 -0.17  -0.102
C32 -1.91 -3.78 -1.77  -0.095
P1 -0.99 -3.29 0.73  1.105
C33 0.23 -4.62 0.52  -0.363
C34 0.17 -5.89 1.10  -0.110
C35 1.18 -6.82 0.89  -0.086
C36 2.26 -6.49 0.08  -0.078
C37 2.33 -5.24 -0.51  -0.062
C38 1.33 -4.32 -0.28  -0.111
C39 -1.48 -3.26 2.55  -0.679
C40 -0.23 -3.51 3.40  -0.099
C41 -2.59 -4.21 3.03  -0.092
C42 -1.92 -1.82 2.80  -0.130
H31 -3.66 -5.55 -0.83  0.081
H32 -3.31 -5.50 0.89  0.057
H33 -2.08 -6.04 -0.24  0.072
H34 -4.32 -3.13 -0.94  0.088
H35 -3.26 -1.88 -0.32  0.064
H36 -4.07 -3.00 0.80  0.058
H37 -2.70 -4.11 -2.44  0.086
H38 -1.03 -4.40 -1.94  0.077
H39 -1.66 -2.75 -2.02  0.061
H40 -0.66 -6.16 1.73  0.091
H41 1.12 -7.79 1.35  0.098
H42 3.06 -7.21 -0.07  0.102
H43 3.18 -4.97 -1.12  0.096
H44 1.41 -3.33 -0.73  0.043
H45 0.02 -4.57 3.44  0.070
H46 -0.43 -3.18 4.42  0.084
H47 0.65 -2.99 3.03  0.020
H48 -2.31 -5.25 2.88  0.064
H49 -3.55 -4.03 2.57  0.063
H50 -2.71 -4.06 4.11  0.083
H51 -1.09 -1.13 2.66  0.066
H52 -2.25 -1.70 3.84  0.087
H53 -2.74 -1.51 2.16  0.048
C43 1.97 6.42 0.00  -0.166
C44 0.81 5.52 0.35  -0.208
N4 1.11 4.19 -0.14  0.051
C45 2.32 3.58 0.14  -0.403
N5 2.34 2.31 0.23  0.067
C46 3.64 1.64 0.36  -0.251
C47 4.79 2.50 -0.14  -0.155
C48 4.70 3.86 0.51  -0.170
N6 3.41 4.45 0.17  -0.060
C49 3.23 5.82 0.59  -0.178
H54 1.82 7.43 0.39  0.113
H55 2.07 6.49 -1.08  0.113
H56 -0.12 5.86 -0.13  0.113
H57 0.63 5.54 1.44  0.116
H58 0.35 3.53 -0.16  0.080
H59 3.58 0.70 -0.19  0.039
H60 3.78 1.36 1.41  0.103
H61 4.74 2.60 -1.22  0.113
H62 5.74 2.01 0.11  0.119
H63 5.47 4.55 0.15  0.117
H64 4.82 3.78 1.60  0.131
H65 4.12 6.38 0.27  0.119
H66 3.20 5.90 1.69  0.129

=====

A structure of composition C23H52P4RuS in a non-equilibrium geometry. Source: the OMol25 dataset; level of theory: ωB97M-V/def2-TZVPD.

As for the net charge: +3. Its gap between HOMO and LUMO (spin up / spin down) is 5.02 / 4.93 eV. Its multiplicity is 6. As for the expectation value of S²: 8.788. The max |F| is 3.4 eV/A. The energy relative to the best compared isomer or geometry (same formula, charge and spin) is 120.8 kcal per mole.

Each line ends with the Löwdin charge.
CARTESIAN COORDINATES (ANGSTROEM)
Ru1 -0.32 -0.10 -0.14  0.339
P1 -1.73 1.71 0.27  0.719
P2 -1.93 -1.47 0.91  0.758
P3 1.18 1.55 -0.96  0.719
H1 -0.95 -2.57 -1.34  0.044
C1 0.10 -2.28 -1.31  -0.295
C2 0.92 -2.28 -0.15  -0.116
H2 0.74 -3.00 0.69  0.075
C3 -2.78 2.05 -1.22  -0.231
C4 -3.11 1.83 1.52  -0.239
C5 -1.06 3.40 0.66  -0.236
C6 -1.82 -3.29 1.24  -0.226
C7 -2.67 -1.21 2.59  -0.221
C8 -3.40 -1.31 -0.20  -0.240
C9 2.76 0.65 -1.26  -0.259
C10 2.01 3.08 -0.30  -0.227
C11 0.55 2.46 -2.47  -0.292
H3 0.63 -2.43 -2.29  0.010
H4 1.96 -1.92 -0.27  0.068
H5 -3.40 2.94 -1.03  0.076
H6 -3.43 1.18 -1.41  0.040
H7 -2.15 2.23 -2.10  0.015
H8 -3.53 2.85 1.50  0.072
H9 -2.75 1.65 2.54  0.026
H10 -3.92 1.13 1.32  0.041
H11 -1.89 4.07 0.95  0.072
H12 -0.56 3.85 -0.21  0.034
H13 -0.35 3.35 1.50  0.040
H14 -2.82 -3.67 1.47  0.076
H15 -1.18 -3.52 2.10  0.057
H16 -1.43 -3.84 0.37  0.046
H17 -3.46 -1.96 2.75  0.082
H18 -3.13 -0.23 2.70  0.014
H19 -1.93 -1.33 3.38  0.033
H20 -4.00 -2.23 -0.20  0.071
H21 -3.07 -1.11 -1.23  0.023
H22 -4.04 -0.48 0.12  0.036
H23 3.28 1.14 -2.10  0.074
H24 2.66 -0.42 -1.47  0.009
H25 3.40 0.79 -0.36  0.044
H26 2.17 3.78 -1.15  0.072
H27 3.00 2.86 0.11  0.053
H28 1.43 3.62 0.45  0.035
H29 1.26 2.36 -3.30  0.063
H30 0.49 3.54 -2.23  0.055
H31 -0.44 2.13 -2.81  -0.008
C12 0.52 -1.40 -4.79  -0.403
C13 0.13 -0.66 -5.94  -0.045
C14 0.55 -1.02 -7.24  0.072
C15 1.46 -2.08 -7.42  0.038
C16 1.86 -2.83 -6.30  0.008
C17 1.44 -2.47 -5.00  0.022
S1 0.31 -0.51 -3.18  0.859
H32 -0.96 -0.36 -2.38  -0.094
H33 -0.41 0.28 -5.77  0.127
H34 0.23 -0.43 -8.10  0.151
H35 1.88 -2.29 -8.43  0.159
H36 2.56 -3.67 -6.45  0.149
H37 1.89 -2.95 -4.13  0.128
C18 -0.71 0.55 4.67  -0.107
C19 -0.15 1.16 3.36  -0.344
P4 0.65 0.09 2.03  0.899
C20 2.42 0.71 2.12  -0.383
C21 3.06 1.08 3.46  -0.101
C22 0.92 -1.55 2.89  -0.394
C23 1.64 -1.68 4.24  -0.120
H38 -1.81 0.53 4.66  0.075
H39 -0.38 1.20 5.50  0.104
H40 -0.36 -0.47 4.87  0.050
H41 -0.94 1.75 2.87  0.012
H42 0.66 1.87 3.59  0.066
H43 3.01 -0.10 1.66  0.087
H44 2.46 1.57 1.43  0.015
H45 3.19 0.21 4.10  0.059
H46 4.07 1.46 3.20  0.100
H47 2.54 1.85 4.03  0.077
H48 -0.05 -2.07 2.92  0.032
H49 1.55 -2.09 2.16  0.049
H50 1.51 -0.83 4.92  0.063
H51 1.25 -2.59 4.73  0.101
H52 2.72 -1.82 4.08  0.087

=====

A structure of composition C31H48F4N4OPPd. Source: the OMol25 dataset; level of theory: ωB97M-V/def2-TZVPD.

As for the net charge: -1. Its gap between HOMO and LUMO is 5.37 eV. The max |F| is 0.6 eV/A.

Each line ends with the Löwdin charge.
CARTESIAN COORDINATES (ANGSTROEM)
Pd1 -1.15 0.10 0.33  0.230
C1 -4.86 1.31 -1.53  -0.115
N1 -3.53 0.75 -1.51  -0.284
C2 -2.75 1.24 -2.62  -0.127
C3 -3.51 -0.70 -1.45  -0.238
C4 -4.03 -1.28 -0.14  -0.245
N2 -3.21 -0.89 1.00  -0.046
C5 -3.54 -1.37 2.20  -0.218
C6 -2.72 -1.00 3.31  -0.177
F1 -1.68 -0.18 3.09  0.054
C7 -2.94 -1.43 4.60  -0.238
F2 -2.08 -1.01 5.55  0.059
C8 -4.00 -2.26 4.95  0.016
C9 -4.81 -2.62 3.90  -0.248
F3 -5.88 -3.43 4.14  0.050
C10 -4.61 -2.21 2.60  -0.145
F4 -5.52 -2.67 1.70  0.034
H1 -5.43 1.01 -2.43  0.082
H2 -4.80 2.40 -1.50  0.081
H3 -5.42 0.99 -0.65  0.068
H4 -3.17 0.94 -3.61  0.081
H5 -1.73 0.87 -2.54  0.061
H6 -2.72 2.33 -2.60  0.077
H7 -2.47 -1.02 -1.58  0.075
H8 -4.11 -1.13 -2.28  0.117
H9 -4.04 -2.38 -0.28  0.112
H10 -5.09 -1.01 -0.03  0.098
H11 -4.16 -2.58 5.97  0.112
N3 -3.26 1.99 1.59  -0.026
C11 -4.36 2.65 1.97  -0.136
C12 -4.08 4.00 1.89  -0.108
C13 -2.75 4.03 1.43  -0.202
N4 -2.27 2.81 1.25  0.028
H12 -3.16 0.97 1.46  0.076
H13 -5.24 2.11 2.27  0.108
H14 -4.73 4.82 2.14  0.072
H15 -2.13 4.88 1.24  0.082
O1 1.31 -0.31 1.33  -0.325
P1 2.09 -0.48 0.07  0.770
C14 3.87 -0.41 0.46  -0.356
C15 4.23 1.00 0.98  -0.196
C16 5.47 0.95 1.86  -0.201
C17 5.17 0.17 3.15  -0.198
C18 4.14 -0.94 2.92  -0.196
C19 4.25 -1.49 1.50  -0.190
C20 1.82 -2.10 -0.73  -0.345
C21 2.75 -2.36 -1.92  -0.202
C22 2.33 -3.61 -2.67  -0.192
C23 0.91 -3.47 -3.27  -0.195
C24 0.13 -2.33 -2.61  -0.212
C25 0.34 -2.32 -1.10  -0.194
C26 1.73 0.81 -1.20  -0.325
C27 1.13 2.05 -0.51  -0.204
C28 0.73 3.14 -1.50  -0.178
C29 1.66 3.26 -2.72  -0.201
C30 3.02 2.66 -2.39  -0.213
C31 2.88 1.16 -2.18  -0.198
H16 4.44 -0.60 -0.45  0.099
H17 3.39 1.40 1.56  0.114
H18 4.37 1.68 0.13  0.099
H19 5.81 1.96 2.09  0.105
H20 6.28 0.47 1.31  0.109
H21 4.80 0.86 3.91  0.106
H22 6.10 -0.25 3.55  0.101
H23 3.12 -0.55 3.05  0.104
H24 4.27 -1.74 3.65  0.108
H25 3.62 -2.37 1.39  0.096
H26 5.28 -1.82 1.31  0.114
H27 2.08 -2.82 0.05  0.111
H28 3.79 -2.46 -1.58  0.106
H29 2.75 -1.51 -2.61  0.098
H30 2.36 -4.46 -1.98  0.110
H31 3.05 -3.84 -3.46  0.101
H32 0.36 -4.40 -3.12  0.104
H33 0.96 -3.31 -4.35  0.101
H34 -0.93 -2.42 -2.84  0.105
H35 0.44 -1.37 -3.03  0.101
H36 0.01 -3.28 -0.69  0.122
H37 -0.32 -1.56 -0.62  0.044
H38 0.90 0.36 -1.77  0.096
H39 1.82 2.43 0.25  0.104
H40 0.22 1.75 0.01  0.061
H41 0.70 4.10 -0.96  0.109
H42 -0.30 2.96 -1.83  0.091
H43 1.74 4.29 -3.05  0.101
H44 1.24 2.70 -3.56  0.109
H45 3.42 3.14 -1.49  0.107
H46 3.74 2.85 -3.19  0.107
H47 3.83 0.73 -1.88  0.084
H48 2.65 0.71 -3.15  0.105

=====

> What is the formula in the second record?

C49H66BaFN6O3PS5

=====

> Number 3 is which compound?

C23H52P4RuS

=====

> Look up the net charge of the fourth one.

-1